[1]
ORCA calculation (the ωB97M-V functional and the def2-TZVPD basis) on a cluster of 13 separate species, C40H80O45S6 in total.

The geometry in ORCA input format:
```
! wB97M-V def2-TZVPD RIJCOSX def2/J DEFGRID3
* xyz 0 1
H 3.44 -0.43 0.25
H 6.88 3.09 6.41
O -1.73 1.53 -5.33
C -0.61 2.31 -4.95
H -1.18 5.41 2.52
H -0.41 -0.65 -0.94
H 5.48 -2.14 -6.20
H -6.21 -4.99 3.01
H 2.34 9.51 0.44
H 5.08 -0.43 -6.35
S 4.98 -0.14 -3.41
O -4.92 0.44 -1.42
H 1.85 8.27 1.67
C -0.63 4.54 2.16
H 3.70 -2.16 6.21
H -3.07 -3.27 -4.55
C 5.10 -1.27 -5.66
H 2.47 -3.99 5.51
H 1.47 0.12 -2.34
C -5.64 -6.21 1.31
O -4.18 -0.44 0.76
C 3.66 -1.42 -5.16
C 2.46 8.49 0.80
H -5.84 0.54 -5.65
H 5.10 -2.53 5.41
C -2.07 -3.32 7.16
O 1.09 -3.70 1.14
C -3.01 -3.04 -1.31
O -0.77 -2.79 6.78
H 1.12 0.55 7.11
O 0.03 0.53 0.73
O -3.92 -2.18 -1.99
H 0.73 1.86 4.44
O 2.31 -4.99 -0.75
H 2.73 -2.63 -2.85
H -2.03 -2.92 -1.77
C 4.28 -0.71 0.89
H -2.77 -2.11 -7.16
C 2.44 3.81 -2.85
H -2.34 0.55 -3.21
H 3.77 -5.28 -2.04
H -1.97 -4.41 7.16
H 5.99 3.66 7.83
O -1.09 -1.36 1.36
C 2.93 4.32 -1.45
H -4.14 -3.26 6.57
H -2.41 -1.44 2.92
H 0.10 2.32 -5.77
H 4.20 -2.89 -1.86
C -3.16 -2.86 6.29
O -2.62 2.69 -7.12
C 3.54 -4.07 5.30
H 1.71 2.13 2.94
O -0.57 5.19 -0.07
O 5.23 -0.46 -2.03
C -3.50 -4.44 -1.57
O -1.23 6.42 -1.82
O -3.34 -6.03 3.58
H 0.44 4.72 2.30
H -2.08 3.95 0.70
C 1.29 0.60 -1.38
S -3.35 -5.56 2.21
H 2.33 3.98 -0.60
C 0.46 -0.25 -0.42
H 1.03 -1.10 -0.05
O -4.27 -6.39 1.14
H -6.17 -6.22 0.36
C -2.57 1.74 -6.37
C -0.29 -1.70 7.34
C 3.14 -3.11 -1.97
S 1.31 -3.77 -0.29
O -4.50 -4.35 2.10
C 1.68 -0.36 7.29
H -6.57 0.47 -7.19
C 4.03 -2.61 5.27
H -3.71 -1.77 -5.06
H -4.15 1.30 -8.16
C -1.75 -2.11 2.36
S -5.45 -2.88 -2.16
H 2.74 2.77 -3.00
H -0.47 3.17 0.65
C -2.77 -2.33 -5.02
H -0.18 7.68 -0.64
H 4.47 5.06 6.16
C 6.34 3.94 6.84
H -1.01 -2.64 2.95
H 3.95 4.12 -1.14
H -2.44 -2.79 1.88
C -1.20 7.58 -0.99
O 0.55 -0.70 -4.88
H 4.60 -1.61 0.36
H 2.89 4.38 -3.66
O -3.34 0.66 -6.43
O 2.85 1.96 4.69
O 3.73 -0.90 2.21
S -3.96 0.65 -0.16
O 2.48 -2.73 -0.76
H -6.28 -4.17 1.31
H 5.55 4.40 4.97
S -0.31 -1.85 -4.92
C -2.87 0.95 -2.34
H -1.72 7.35 -0.06
H -3.23 -5.05 -0.71
H -0.15 2.00 -4.01
H -1.51 8.49 -1.49
H -1.03 3.31 -4.79
C -4.38 0.60 -7.36
H 1.36 3.92 -2.96
H 0.70 1.50 -1.60
O -0.82 0.41 2.80
H 2.16 0.99 -0.86
O 2.42 7.55 -0.29
O 3.60 5.90 0.77
H -4.43 -0.40 -7.80
O -0.90 -1.01 8.16
O 0.17 -3.62 -1.16
O 4.94 1.27 -3.87
H 5.07 0.03 0.95
H -2.98 -3.06 5.24
O 0.19 -3.11 -4.38
H 6.93 4.83 7.00
O -2.61 0.43 -1.05
C -1.01 4.11 0.79
H -2.13 -3.72 -6.67
H -3.03 -5.05 -2.34
C -1.06 5.19 -1.31
H -4.76 1.81 -2.89
O -0.91 -2.09 -6.44
O 4.36 3.07 5.70
C 4.25 -1.82 3.03
H -3.17 -1.77 6.41
H 3.26 -2.43 -5.09
H 3.81 -4.70 4.46
O -2.13 -5.14 1.55
O -4.14 2.00 0.38
O -1.25 4.17 -1.98
H -4.59 0.04 -3.38
O 3.60 -0.88 -3.87
H -2.53 1.98 -2.46
C -5.74 0.94 -6.65
O -4.94 -4.38 -1.86
O -5.92 -2.79 -3.53
C 1.64 1.61 3.90
O 2.74 5.74 -1.38
H 1.55 0.57 3.61
C -5.80 -4.86 2.01
H -6.16 -7.00 1.86
H 2.96 -0.92 -5.82
H 3.97 -4.55 6.18
C -4.33 0.83 -2.68
C 2.86 -4.68 -2.04
O -6.27 -2.37 -1.07
C 3.40 3.13 4.74
C -2.19 -2.66 -6.43
H -5.82 2.03 -6.64
H -0.80 3.81 2.96
C 5.14 4.22 5.97
H -2.96 -2.76 -0.26
O -1.79 -1.63 -4.28
O 0.90 -1.52 6.83
O 3.49 -1.92 4.14
H -2.18 -3.15 8.24
H 2.23 -4.96 -2.88
H 1.99 -0.38 8.34
H 2.56 -0.36 6.64
C 2.95 6.35 -0.18
O 5.30 -2.40 2.79
H 3.48 8.51 1.19
C -0.60 -0.09 1.71
O 3.14 4.08 4.00
O 5.85 -1.08 -4.49
*
```

relative energy (zero: lowest compared OMol25 entry of this formula, charge and spin) = 0.0000 eV
Kohn-Sham gap = 9.90 eV
HOMO level = -10.02 eV

[2]
ORCA calculation (the ωB97M-V functional and the def2-TZVPD basis) on an isolated molecule of C3H4N2O2.

The geometry in ORCA input format:
```
! wB97M-V def2-TZVPD RIJCOSX def2/J DEFGRID3
* xyz 0 1
N 0.41 -0.13 0.47
H -1.60 -1.39 -1.97
H 0.16 1.99 0.58
N -0.45 -0.13 -0.78
O 1.92 -0.24 -1.45
H -0.37 1.05 2.01
H 1.36 1.25 1.68
O -1.52 -2.05 -0.05
C 0.38 1.13 1.22
C 0.95 -0.17 -0.78
C -1.24 -1.30 -0.94
*
```

relative energy (zero: lowest compared OMol25 entry of this formula, charge and spin) = 3.7668 eV
Kohn-Sham gap = 11.40 eV
SMILES = CN1C(=O)N1C=O
HOMO level = -10.63 eV

[3]
ORCA calculation (the ωB97M-V functional and the def2-TZVPD basis) on an isolated molecule of C3H4N2O.

The geometry in ORCA input format:
```
! wB97M-V def2-TZVPD RIJCOSX def2/J DEFGRID3
* xyz 0 1
C 0.95 -0.35 -0.81
H -0.69 -1.59 1.47
N 0.60 0.63 -1.81
C 0.02 -0.10 0.12
N 0.09 -0.94 1.30
H 0.92 -1.43 0.86
C -0.41 1.28 -1.36
H -0.95 2.08 -1.84
H 0.34 -0.49 2.19
O -0.88 0.90 -0.12
*
```

relative energy (zero: lowest compared OMol25 entry of this formula, charge and spin) = 4.6114 eV
Kohn-Sham gap = 7.73 eV
HOMO level = -7.78 eV

[4]
ORCA calculation (the ωB97M-V functional and the def2-TZVPD basis) on a structure of composition C10H20N2PSW.

The geometry in ORCA input format:
```
! wB97M-V def2-TZVPD RIJCOSX def2/J DEFGRID3
* xyz 1 3
H 2.76 0.17 2.36
C 2.36 -0.46 3.23
H 0.63 0.50 5.59
P -0.20 2.25 1.00
H 1.90 1.37 4.79
H -1.46 2.51 1.65
C 0.90 0.96 4.63
H 1.96 -0.77 -1.09
H 0.04 0.92 -2.19
S 0.08 -1.50 1.33
H 3.02 -0.23 4.07
C -1.75 -0.25 4.71
C 1.03 -1.06 -1.63
C 0.59 -2.41 -1.87
C 0.04 -0.17 -2.23
H -1.92 -0.65 -3.25
C -0.11 -0.61 2.90
H 2.43 -1.53 3.07
H 1.13 -3.31 -1.62
H 0.21 1.76 4.36
H -2.75 -0.67 4.81
N -1.37 -0.39 3.31
H -2.51 -1.77 2.21
H 0.31 3.58 0.96
C -2.45 -0.69 2.40
H -1.08 -0.81 5.37
H -0.69 2.30 -0.36
H -1.35 -3.19 -2.59
C -0.73 -2.32 -2.35
C -1.01 -0.99 -2.78
N 0.99 -0.05 3.58
H -2.33 -0.18 1.43
H -1.80 0.80 5.02
H -3.37 -0.35 2.86
W 1.19 0.38 1.38
*
```

relative energy (zero: lowest compared OMol25 entry of this formula, charge and spin) = 4.4559 eV
Kohn-Sham gap (alpha / beta) = 4.57 / 4.02 eV
HOMO level (alpha / beta) = -9.33 / -9.24 eV

[5]
ORCA calculation (the ωB97M-V functional and the def2-TZVPD basis) on a structure of composition C23H43CaCl2FN3O4Si.

The geometry in ORCA input format:
```
! wB97M-V def2-TZVPD RIJCOSX def2/J DEFGRID3
* xyz -1 1
H -2.98 0.06 2.03
C 0.77 -0.09 -8.94
H 0.71 -5.15 -0.65
Ca 0.75 1.19 -2.47
H 4.36 -3.71 -8.53
O -0.02 0.52 -0.23
H -0.98 1.77 3.63
H -2.14 0.27 -4.02
C -2.34 0.71 1.41
C -1.59 -0.63 -4.37
C -0.88 -4.07 -3.20
Si -0.68 -0.18 -5.90
H 2.08 3.50 -9.55
H -1.24 -5.06 -3.44
C 0.64 1.99 -10.16
H -0.52 0.22 -10.64
H 2.80 -1.79 -4.96
C -0.31 -5.24 -1.04
C 2.80 -2.18 -8.27
H -1.00 -1.03 -3.53
O 1.09 -0.22 -5.67
C -0.73 1.73 -6.16
H 2.83 -4.36 -7.91
H 1.06 0.38 1.52
C -1.05 -2.92 -1.06
H -1.58 -0.18 -8.21
C 2.07 -0.22 -6.76
H 2.94 2.15 -7.63
C 0.08 0.48 1.01
H -0.32 5.66 -4.61
Cl 0.47 -3.95 -6.24
Cl 2.86 -0.17 -2.43
H -1.29 0.04 3.90
H -0.50 1.89 -7.23
H -1.15 -3.04 0.04
H -3.43 4.22 -2.71
H -1.14 6.76 -3.48
H -1.67 2.26 -5.97
C -2.83 4.76 -3.44
H 2.64 -3.32 -5.89
H 0.57 -1.16 -8.88
H -1.34 -1.85 -7.62
C 2.67 -1.60 -7.04
O -1.23 -1.80 -1.56
H 0.25 2.58 -11.00
N -1.43 4.76 -3.03
H 0.06 -3.93 -3.77
C 0.21 0.68 -9.97
H 2.95 -3.81 -9.58
C 2.12 1.79 -8.26
H 2.62 -1.60 -9.18
F 1.42 3.09 -1.60
C -0.59 5.83 -3.55
H -2.68 1.74 1.54
H -2.41 0.41 0.36
H 2.92 0.32 -6.31
H 4.25 -2.46 -5.83
C 1.61 0.52 -8.00
C -1.65 -0.84 -7.34
H 0.16 3.88 -2.07
H -1.58 -3.29 -3.50
C -0.85 3.68 -2.53
N -0.95 0.57 1.87
C 1.64 2.53 -9.34
N -0.70 -4.03 -1.75
H -2.96 4.30 -4.43
H -2.71 -0.87 -7.07
O -1.28 2.50 -2.58
C 3.26 -3.57 -8.55
H -0.97 -5.50 -0.20
H -3.14 5.81 -3.48
H 0.36 0.61 3.52
H -2.32 -1.39 -4.64
H -0.32 -6.07 -1.75
C -0.71 0.76 3.30
H 0.34 5.87 -2.98
C 3.15 -2.33 -5.85
H 0.05 2.28 -5.61
*
```

relative energy (zero: lowest compared OMol25 entry of this formula, charge and spin) = 2.8693 eV
Kohn-Sham gap = 6.52 eV
HOMO level = -4.40 eV

[6]
ORCA calculation (the ωB97M-V functional and the def2-TZVPD basis) on a cluster of 2 separate species, C3H5Cl2NS in total.

The geometry in ORCA input format:
```
! wB97M-V def2-TZVPD RIJCOSX def2/J DEFGRID3
* xyz 0 1
C 0.88 0.79 -0.14
C -2.00 0.13 0.50
H 1.48 1.11 0.70
H 1.33 1.29 -1.00
Cl 0.37 -1.82 1.71
Cl -2.55 0.28 -1.03
H 0.43 -0.62 -1.67
C 0.77 -0.67 -0.56
S -2.19 0.98 1.79
H -0.17 1.17 -0.06
H 1.77 -1.03 -0.35
N -0.11 -1.60 0.10
*
```

relative energy (zero: lowest compared OMol25 entry of this formula, charge and spin) = 5.0593 eV
Kohn-Sham gap (alpha / beta) = 7.47 / 8.46 eV
HOMO level (alpha / beta) = -8.21 / -9.25 eV

[7]
ORCA calculation (the ωB97M-V functional and the def2-TZVPD basis) on a structure of composition C10H9KN2O3SSe.

The geometry in ORCA input format:
```
! wB97M-V def2-TZVPD RIJCOSX def2/J DEFGRID3
* xyz -2 1
O 11.05 -2.59 14.84
H 3.72 -1.72 10.78
H 7.30 0.64 10.46
C 7.14 -0.41 12.27
C 6.75 -0.11 11.00
C 6.39 -1.23 14.58
C 6.20 -1.11 13.18
H 8.12 -0.12 12.60
N 4.96 -0.52 8.01
H 4.21 -2.04 13.26
H 7.15 -0.59 14.96
C 4.97 -1.59 12.63
O 9.72 -0.56 15.55
C 12.34 -0.39 15.51
S 10.88 -1.12 14.69
H 12.02 0.68 15.60
H 13.19 -0.46 14.88
C 8.00 -4.44 17.83
Se 6.37 -4.14 18.38
C 4.67 -1.41 11.29
H 5.53 -1.65 15.07
K 8.57 -2.84 15.67
N 9.09 -4.63 17.40
H 12.53 -0.85 16.48
C 5.61 -0.74 10.47
O 10.87 -0.65 13.27
C 5.31 -0.51 9.12
*
```

Kohn-Sham gap (alpha / beta) = 4.73 / 4.73 eV
HOMO level (alpha / beta) = -0.26 / -0.26 eV

[8]
ORCA calculation (the ωB97M-V functional and the def2-TZVPD basis) on a structure of composition C28H34I2N7OSc.

The geometry in ORCA input format:
```
! wB97M-V def2-TZVPD RIJCOSX def2/J DEFGRID3
* xyz 2 1
C -9.10 -0.60 11.47
H -5.27 -0.05 10.35
H -3.89 -0.93 16.43
C -9.20 5.04 11.75
H -6.65 -1.45 19.11
C -5.52 3.12 17.16
C -4.62 1.70 14.53
H -8.21 3.78 16.13
C -9.75 2.22 14.99
C -6.31 2.76 16.05
C -9.95 -2.90 17.07
C -5.26 -0.42 11.39
N -9.01 -0.88 12.91
N -5.91 -0.47 16.07
H -6.48 2.57 14.05
C -10.59 3.95 13.45
H -4.91 1.70 11.86
H -9.71 0.33 11.25
H -10.49 -3.52 17.80
C -4.12 3.07 17.32
C -4.60 0.72 12.22
H -8.29 -2.85 18.38
C -3.85 1.12 15.69
H -12.23 -1.14 13.29
N -5.03 0.59 13.66
H -7.52 0.60 10.57
H -10.40 2.74 15.69
C -9.99 -1.49 13.58
H -10.32 1.32 14.70
I -6.80 3.90 10.43
C -10.37 5.04 12.57
H -8.89 1.09 16.46
C -10.42 -2.55 15.79
H -2.21 2.34 16.73
C -3.30 2.21 16.59
C -6.54 -1.32 16.88
N -6.61 -0.71 11.94
H -7.51 -1.08 10.04
C -11.40 -1.88 13.05
C -8.66 -2.58 17.40
H -4.61 -1.33 11.49
C -9.54 3.06 13.75
H -4.62 -0.30 14.00
C -4.54 -0.02 16.49
N -8.56 1.66 15.68
C -8.45 2.89 12.85
N -8.32 -1.43 15.33
H -2.89 0.68 15.30
H -11.27 -1.95 11.97
H -3.49 0.60 12.09
H -6.64 -1.69 12.23
H -11.62 -2.85 13.42
C -8.35 3.93 11.84
H -7.87 2.75 17.44
I -11.84 6.43 12.33
H -3.70 3.74 18.07
H -9.09 5.84 11.02
C -9.59 -1.83 14.95
Sc -7.30 0.13 14.08
H -6.16 3.60 17.91
H -9.56 -1.47 10.94
H -3.98 2.44 14.00
H -6.25 -2.93 18.28
C -7.80 2.76 16.35
N -5.86 2.41 14.86
H -11.39 -2.91 15.48
H -11.52 3.81 14.02
C -7.84 -1.82 16.52
C -7.66 -0.44 10.89
H -4.62 0.24 17.57
O -7.57 1.91 12.88
C -6.09 -1.85 18.24
H -5.06 -1.60 18.50
*
```

Kohn-Sham gap = 4.72 eV
HOMO level = -12.11 eV

[9]
ORCA calculation (the ωB97M-V functional and the def2-TZVPD basis) on a structure of composition C28H24CoN4O3P.

The geometry in ORCA input format:
```
! wB97M-V def2-TZVPD RIJCOSX def2/J DEFGRID3
* xyz 0 1
O -1.00 2.99 -1.97
C 4.82 0.46 -4.53
H -0.54 -2.29 0.67
C 1.73 2.17 1.17
C 5.08 -0.79 -4.01
H 4.44 -2.33 -2.66
H -0.13 -0.64 3.06
H 2.20 -6.03 -0.09
C 3.44 0.84 2.79
C 3.11 -0.64 -2.65
C 0.37 -1.76 -2.28
H 4.19 2.75 3.41
C 3.75 -4.83 0.78
C -1.94 -1.30 -1.80
C -1.73 1.71 -0.06
H -2.72 -0.83 -1.21
C -1.66 0.12 1.78
H -3.32 -2.20 -3.16
C 0.04 -2.53 -3.39
H -1.81 2.59 0.58
N 0.02 -1.62 1.20
C -1.30 -2.68 -3.69
C 2.52 0.19 1.98
H 5.96 -1.35 -4.33
C 2.64 -5.04 -0.02
C 2.61 2.90 1.95
C 3.48 2.23 2.78
H 4.18 -5.65 1.34
H 1.05 2.65 0.48
C -0.79 2.06 -1.22
C 3.70 1.17 -4.12
H -1.61 -3.26 -4.55
H 2.60 3.98 1.91
Co 0.34 -0.16 -0.13
H -2.73 1.52 -0.45
C 3.77 -2.52 0.14
H 0.81 -2.98 -4.01
C 2.65 -2.72 -0.68
H 2.48 -0.90 1.96
O -2.62 0.52 2.42
O 0.34 1.37 -1.24
C 4.23 -1.35 -3.07
C 2.84 0.63 -3.17
H 1.22 -4.16 -1.37
C 4.32 -3.57 0.86
P 1.90 -1.27 -1.47
H 5.49 0.89 -5.27
N 5.05 -0.58 4.24
C -0.60 -1.13 -1.48
C 4.33 0.06 3.60
N 1.68 0.84 1.18
H 1.97 1.18 -2.83
C -2.28 -2.07 -2.90
C 2.09 -3.99 -0.75
C -0.80 -1.05 2.30
H 4.22 -1.53 0.20
H 0.81 -2.14 1.56
H 5.19 -3.39 1.48
H -1.43 -1.80 2.77
H 3.49 2.15 -4.53
N -1.18 0.58 0.64
*
```

relative energy (zero: lowest compared OMol25 entry of this formula, charge and spin) = 0.0000 eV
Kohn-Sham gap = 7.78 eV
HOMO level = -8.33 eV